1.
{
  "formula": "C3H9NO2",
  "method": "ωB97M-V with the def2-TZVPD basis set",
  "homo_lumo_gap_ev": 10.55,
  "energy_ev": -8841.474,
  "max_force_ha_per_bohr": 0.0977,
  "lumo_energy_ha": 0.0189,
  "smiles": "CCC(N)=O.O",
  "symbols": ["C", "C", "C", "N", "O", "H", "H", "H", "H", "H", "H", "H", "O", "H", "H"],
  "coordinates": [[0.411, -0.463, 1.195], [-0.735, 0.329, 0.636], [-0.818, -0.112, -0.806], [-1.275, -1.476, -0.909], [-0.896, 0.685, -1.746], [0.986, -1.038, 0.445], [1.207, 0.103, 1.623], [0.011, -1.192, 1.886], [-0.421, 1.410, 0.547], [-1.656, 0.179, 1.272], [-1.089, -1.991, -0.100], [-2.119, -1.722, -1.464], [2.173, 2.098, -0.970], [1.324, 1.683, -0.773], [2.898, 1.508, -0.836]],
  "forces_ev_per_angstrom": [[0.95, -1.48, 0.23], [1.36, 1.63, -0.58], [-4.77, 0.10, -1.58], [0.25, 1.96, -1.67], [0.97, -1.66, 1.48], [-0.56, 0.09, -0.03], [0.16, 0.65, 0.91], [0.41, -0.21, 0.48], [-0.80, -0.94, 0.52], [0.81, 0.34, -1.23], [-0.18, -1.01, 1.10], [1.41, 0.50, 0.48], [-0.71, 1.12, -0.14], [0.40, -0.26, -0.19], [0.29, -0.84, 0.22]],
  "nbo_charge": [-0.63, -0.52, 0.69, -0.88, -0.57, 0.21, 0.23, 0.21, 0.23, 0.24, 0.37, 0.41, -0.95, 0.48, 0.47]
}

2.
{
  "formula": "C4H7NO2",
  "method": "ωB97M-V with the def2-TZVPD basis set",
  "homo_lumo_gap_ev": 10.79,
  "energy_ev": -9846.458,
  "max_force_ha_per_bohr": 0.0387,
  "lumo_energy_ha": 0.0281,
  "smiles": "NC(=O)CCC=O",
  "symbols": ["N", "C", "O", "C", "C", "C", "O", "H", "H", "H", "H", "H", "H", "H"],
  "coordinates": [[1.719, 1.263, -0.016], [0.378, 1.596, 0.115], [0.060, 2.746, -0.049], [-0.550, 0.421, 0.424], [0.027, -0.997, 0.213], [-1.057, -2.031, 0.013], [-0.925, -3.034, -0.627], [2.088, 0.339, -0.129], [2.292, 2.063, -0.213], [-1.355, 0.561, -0.302], [-1.023, 0.427, 1.411], [0.565, -1.453, 1.062], [0.698, -1.011, -0.644], [-2.046, -1.804, 0.458]],
  "forces_ev_per_angstrom": [[-0.77, 0.38, 0.25], [1.69, -1.04, 0.17], [-0.92, 0.23, 0.28], [-0.24, -0.58, -0.29], [-0.05, -0.11, 0.12], [-0.40, 0.45, -0.58], [0.22, -0.35, -0.07], [-0.03, -0.01, 0.13], [0.30, -0.08, -0.17], [-0.17, -0.06, 0.10], [0.24, 0.67, -0.06], [0.16, 0.75, 0.02], [-0.08, -0.33, -0.13], [0.04, 0.08, 0.25]],
  "nbo_charge": [-0.84, 0.69, -0.59, -0.51, -0.52, 0.45, -0.51, 0.39, 0.40, 0.24, 0.24, 0.24, 0.22, 0.10]
}

3.
{
  "formula": "C4H4O4",
  "method": "ωB97M-V with the def2-TZVPD basis set",
  "homo_lumo_gap_ev": 10.37,
  "energy_ev": -12399.514,
  "max_force_ha_per_bohr": 0.1513,
  "lumo_energy_ha": -0.0152,
  "symbols": ["C", "C", "C", "C", "H", "H", "H", "H", "O", "O", "O", "O"],
  "coordinates": [[0.529, -1.544, 0.436], [0.560, -0.205, -0.132], [-1.212, 1.054, -0.535], [-0.281, 1.815, 0.498], [0.234, -1.995, -0.893], [1.641, -2.098, 0.558], [-0.295, -2.156, 1.182], [1.355, -0.053, -0.835], [-0.619, -0.081, -0.879], [-2.187, 1.474, -1.261], [-0.294, 2.904, 1.035], [0.569, 0.886, 0.826]],
  "forces_ev_per_angstrom": [[1.18, -6.90, -2.43], [-0.37, 0.53, 1.42], [-4.49, 3.61, -5.22], [-1.67, 1.87, 1.11], [0.85, 0.32, 4.22], [-3.08, 1.90, 0.01], [2.24, 2.76, -2.20], [0.84, -0.02, 0.03], [-0.89, 1.14, 0.55], [4.24, -1.59, 4.32], [-0.62, -1.89, -1.68], [1.77, -1.73, -0.12]],
  "nbo_charge": [-0.66, 0.30, 0.64, 0.68, 0.23, 0.25, 0.29, 0.20, -0.46, -0.52, -0.50, -0.46]
}

4.
{
  "formula": "C4H11NO",
  "method": "ωB97M-V with the def2-TZVPD basis set",
  "homo_lumo_gap_ev": 9.63,
  "energy_ev": -7860.600,
  "max_force_ha_per_bohr": 0.1075,
  "lumo_energy_ha": 0.0308,
  "smiles": "C/C=C/N.CO",
  "symbols": ["C", "C", "C", "N", "H", "H", "H", "H", "H", "H", "H", "C", "O", "H", "H", "H", "H"],
  "coordinates": [[2.610, -1.523, -0.182], [1.707, -0.549, 0.476], [0.380, -0.554, 0.528], [-0.433, 0.489, 1.141], [2.135, -2.228, -0.870], [3.338, -0.988, -0.804], [3.183, -2.061, 0.588], [2.240, 0.259, 0.988], [-0.183, -1.178, -0.151], [0.184, 1.263, 1.356], [-0.823, 0.124, 1.997], [-1.671, 1.455, -1.172], [-2.333, 0.301, -0.541], [-0.612, 1.877, -1.102], [-1.736, 1.217, -2.261], [-2.349, 2.375, -1.036], [-1.373, 0.644, 0.049]],
  "forces_ev_per_angstrom": [[0.46, -0.17, -0.58], [-0.23, 0.65, 0.62], [0.29, 0.44, -0.80], [1.73, -0.49, -0.27], [-0.22, -0.01, 0.40], [0.02, -0.01, 0.20], [-0.15, -0.01, -0.30], [-0.17, -0.20, 0.15], [-0.26, -0.49, 0.38], [-0.09, 0.15, 0.31], [-0.44, 0.16, 0.10], [-3.08, 2.06, -4.11], [4.31, 2.50, 1.01], [-0.77, -1.36, 1.04], [0.18, 0.51, 0.45], [1.02, -1.07, -0.07], [-2.59, -2.67, 1.45]],
  "nbo_charge": [-0.64, -0.20, -0.05, -0.80, 0.22, 0.22, 0.22, 0.18, 0.21, 0.38, 0.40, -0.38, -0.79, 0.17, 0.19, 0.17, 0.49]
}

5.
{
  "formula": "C31H37CsF9N2O2P2",
  "method": "ωB97M-V with the def2-TZVPD basis set",
  "homo_lumo_gap_ev": 9.16,
  "energy_ev": -83401.604,
  "charge": 1,
  "max_force_ha_per_bohr": 0.0296,
  "lumo_energy_ha": -0.0785,
  "symbols": ["Cs", "C", "O", "C", "C", "O", "C", "H", "H", "H", "H", "H", "H", "H", "H", "H", "H", "C", "P", "C", "C", "H", "H", "H", "H", "H", "H", "H", "H", "H", "F", "C", "F", "F", "C", "C", "C", "C", "C", "C", "P", "C", "C", "C", "C", "C", "C", "C", "F", "F", "F", "C", "C", "C", "C", "C", "C", "C", "F", "F", "F", "H", "H", "H", "H", "H", "H", "H", "H", "H", "H", "H", "H", "C", "N", "C", "C", "N", "H", "H", "H", "H", "H", "H"],
  "coordinates": [[-0.926, 2.060, -0.942], [-1.325, -0.561, -4.675], [-1.251, 0.780, -4.216], [-0.117, 1.469, -4.721], [1.159, 1.076, -3.974], [1.888, 2.201, -3.523], [2.625, 2.826, -4.564], [-1.359, -0.597, -5.768], [-2.237, -0.995, -4.273], [-0.473, -1.158, -4.332], [-0.290, 2.532, -4.549], [-0.035, 1.315, -5.801], [1.800, 0.411, -4.563], [0.855, 0.532, -3.079], [3.324, 2.123, -5.024], [3.180, 3.651, -4.124], [1.967, 3.223, -5.343], [2.257, 5.002, 0.611], [0.898, 3.888, 1.132], [1.662, 3.075, 2.588], [-0.219, 5.080, 1.972], [2.640, 5.585, 1.451], [1.906, 5.692, -0.158], [3.077, 4.423, 0.182], [2.051, 3.810, 3.296], [2.480, 2.425, 2.274], [0.929, 2.452, 3.104], [0.317, 5.669, 2.719], [-1.036, 4.553, 2.470], [-0.660, 5.765, 1.246], [6.575, 0.587, 2.308], [6.005, -0.598, 2.544], [6.815, -1.542, 2.050], [5.962, -0.772, 3.871], [4.626, -0.692, 1.939], [4.154, 0.297, 1.102], [2.882, 0.169, 0.542], [2.093, -0.940, 0.814], [2.590, -1.935, 1.661], [3.846, -1.812, 2.222], [0.475, -1.045, -0.029], [-0.719, -1.354, 1.316], [-0.468, -0.969, 2.629], [-1.456, -1.092, 3.603], [-2.696, -1.601, 3.265], [-2.964, -1.975, 1.954], [-1.986, -1.844, 0.986], [-3.759, -1.808, 4.309], [-3.470, -1.196, 5.459], [-3.931, -3.109, 4.570], [-4.952, -1.338, 3.892], [0.582, -2.648, -0.912], [0.204, -3.883, -0.386], [0.428, -5.050, -1.102], [1.040, -4.992, -2.349], [1.404, -3.772, -2.894], [1.161, -2.606, -2.178], [1.299, -6.273, -3.102], [1.976, -6.054, -4.236], [2.013, -7.132, -2.365], [0.157, -6.891, -3.425], [4.768, 1.159, 0.881], [2.512, 0.945, -0.121], [1.991, -2.813, 1.881], [4.227, -2.584, 2.878], [0.502, -0.576, 2.908], [-1.253, -0.790, 4.621], [-3.939, -2.367, 1.688], [-2.210, -2.131, -0.036], [-0.269, -3.944, 0.589], [0.136, -6.007, -0.687], [1.873, -3.731, -3.868], [1.447, -1.653, -2.610], [-6.585, 2.904, 0.941], [-5.683, 1.752, 1.059], [-5.988, 0.729, 2.070], [-4.462, 1.826, 0.563], [-3.390, 1.877, 0.116], [-7.587, 2.539, 0.728], [-6.262, 3.536, 0.119], [-6.598, 3.484, 1.864], [-6.984, 0.337, 1.873], [-5.955, 1.152, 3.074], [-5.268, -0.081, 1.999]],
  "forces_ev_per_angstrom": [[0.60, -0.14, -1.16], [0.04, 0.04, 0.05], [0.02, 0.05, 0.00], [-0.15, -0.09, -0.01], [0.11, 0.10, 0.06], [0.06, -0.09, 0.01], [-0.09, 0.03, 0.00], [-0.02, 0.01, -0.01], [-0.01, 0.02, -0.01], [0.01, 0.01, 0.01], [-0.06, 0.03, 0.02], [-0.02, -0.03, -0.03], [0.08, 0.03, -0.04], [0.00, -0.07, 0.10], [0.03, -0.04, 0.02], [0.00, -0.02, 0.02], [-0.02, 0.01, 0.00], [0.04, 0.04, 0.03], [0.33, 0.31, 0.40], [0.03, 0.01, 0.08], [0.01, 0.05, 0.03], [0.00, 0.00, 0.00], [-0.03, -0.02, 0.01], [-0.03, -0.02, 0.02], [0.00, 0.00, 0.00], [-0.01, 0.03, -0.02], [-0.03, 0.03, -0.03], [0.01, 0.00, 0.00], [0.03, -0.04, -0.02], [0.03, -0.02, -0.02], [0.08, 0.17, -0.02], [-0.21, -0.01, -0.11], [0.12, -0.16, -0.09], [-0.01, -0.01, 0.23], [-0.01, -0.08, 0.03], [-0.18, 0.04, -0.12], [0.15, 0.11, 0.00], [-0.02, -0.14, 0.02], [-0.02, -0.05, 0.01], [0.01, -0.04, 0.04], [0.05, -0.10, -0.19], [0.04, 0.01, 0.03], [-0.08, 0.01, 0.12], [0.12, 0.05, -0.07], [0.02, 0.01, 0.01], [-0.05, -0.03, -0.10], [-0.06, 0.03, -0.04], [0.20, -0.02, -0.12], [0.02, 0.09, 0.14], [-0.04, -0.18, 0.07], [-0.16, 0.01, 0.04], [0.09, -0.02, 0.10], [-0.03, -0.09, 0.06], [-0.02, 0.02, 0.03], [-0.01, 0.04, -0.01], [-0.03, 0.11, 0.04], [0.07, -0.05, -0.08], [0.03, 0.19, 0.08], [0.04, 0.00, -0.12], [0.11, -0.12, 0.14], [-0.22, -0.07, -0.06], [-0.01, 0.01, -0.01], [0.02, -0.02, 0.00], [0.02, 0.04, -0.03], [0.00, 0.02, -0.02], [-0.04, -0.02, -0.01], [0.01, -0.02, 0.02], [0.03, -0.03, 0.02], [0.02, 0.01, 0.04], [0.08, 0.01, -0.08], [0.02, 0.05, -0.02], [-0.02, 0.01, 0.05], [0.02, -0.03, 0.04], [0.13, -0.23, 0.00], [0.29, 0.02, -0.13], [0.04, 0.19, -0.27], [-0.14, 0.01, 0.17], [-1.40, -0.09, 0.60], [-0.05, 0.00, 0.01], [0.03, 0.02, -0.02], [0.00, 0.03, 0.04], [-0.04, -0.02, 0.03], [0.01, 0.01, 0.04], [-0.03, 0.10, -0.05]],
  "lowdin_charge": [0.85, -0.08, -0.24, -0.20, -0.23, -0.22, -0.09, 0.10, 0.10, 0.08, 0.13, 0.13, 0.13, 0.07, 0.10, 0.09, 0.09, -0.30, 0.66, -0.29, -0.30, 0.05, 0.04, 0.03, 0.05, 0.02, 0.03, 0.05, 0.04, 0.04, 0.15, -0.60, 0.16, 0.16, -0.10, 0.00, -0.09, -0.37, -0.06, 0.01, 1.03, -0.38, -0.06, 0.01, -0.12, -0.01, -0.09, -0.59, 0.15, 0.16, 0.12, -0.36, -0.06, 0.01, -0.11, 0.01, -0.09, -0.60, 0.14, 0.16, 0.16, 0.12, 0.09, 0.12, 0.13, 0.11, 0.13, 0.13, 0.12, 0.11, 0.13, 0.13, 0.08, -0.02, -0.19, -0.02, -0.29, -0.08, 0.09, 0.09, 0.09, 0.10, 0.10, 0.07]
}

6.
{
  "formula": "C4H2O3",
  "method": "ωB97M-V with the def2-TZVPD basis set",
  "homo_lumo_gap_ev": 8.29,
  "energy_ev": -10315.216,
  "max_force_ha_per_bohr": 0.0797,
  "lumo_energy_ha": -0.0124,
  "smiles": "C=c1ooc1=C=O",
  "symbols": ["C", "C", "O", "O", "C", "C", "O", "H", "H"],
  "coordinates": [[0.218, 0.063, -0.062], [0.658, -0.208, -1.257], [1.544, 0.211, -2.262], [0.987, -0.781, -3.180], [0.062, -1.166, -2.152], [-1.184, -1.135, -1.804], [-2.187, -1.291, -1.292], [-0.512, -0.509, 0.284], [0.662, 0.746, 0.552]],
  "forces_ev_per_angstrom": [[3.35, 2.10, -1.09], [0.51, -0.54, -0.67], [-0.07, 0.30, 1.05], [-1.05, -0.51, -0.16], [2.11, 0.55, -0.63], [-0.98, -1.41, -2.62], [-1.86, 0.02, 0.96], [-2.92, -2.34, 1.63], [0.91, 1.84, 1.53]],
  "nbo_charge": [-0.54, 0.32, -0.20, -0.17, -0.13, 0.70, -0.40, 0.21, 0.22]
}